The following is a quantum chemistry calculation of a cluster of 2 separate species, C3H3O3S in total at a distorted geometry, from OMol25.

Bonds (Å) are listed after each position.
Cartesian coordinates (Å):
1 C 2.020 0.548 0.303  C2 1.380, O6 1.436, H8 1.051
2 C 0.726 0.085 0.434  C1 1.380, S7 1.791
3 C -3.328 0.170 0.391  O4 1.168, O5 1.148
4 O -3.271 1.303 0.670  C3 1.168
5 O -3.372 -0.961 0.199  C3 1.148
6 O 3.059 0.123 -0.593  C1 1.436, H9 0.939
7 S 0.103 -1.214 -0.630  C2 1.791, H10 1.316
8 H 2.452 1.409 0.724  C1 1.051
9 H 2.755 -0.571 -1.146  O6 0.939
10 H -1.142 -0.892 -0.352  S7 1.316

ΔE to the lowest compared entry with this formula, charge and spin = 2.158 eV
total charge = -1
total energy = -739.99593 a.u.
2S+1 = 1
E_LUMO = 0.114 Ha
HOMO-LUMO gap = 0.2006 Ha
HOMO level = -2.4 eV